[1]
This record from the Open Molecules 2025 dataset describes C21H11Cl5N3OSr as an isolated structure. The level of theory is wB97M-V/def2-TZVPD.

Relative energy (zero: lowest compared OMol25 entry of this formula, charge and spin) in kcal/mol: 0.00
Charge: +1
Total energy in eV: -91919.3246
HOMO level in eV: -10.3
HOMO-LUMO gap in eV: 6.640
Spin multiplicity: 1
E_LUMO in eV: -3.7

Geometry (Å):
Sr (0.301, 0.168, 0.141)
C (-2.925, 3.561, 0.701)
C (-4.066, 3.077, 0.092)
C (-4.052, 1.833, -0.524)
C (-2.884, 1.101, -0.511)
N (-1.768, 1.571, 0.077)
C (-1.790, 2.771, 0.671)
C (-2.790, -0.283, -1.176)
C (-3.857, -0.858, -1.839)
C (-3.673, -2.104, -2.418)
C (-2.452, -2.752, -2.339)
C (-1.423, -2.126, -1.662)
N (-1.613, -0.924, -1.094)
C (-0.025, -2.754, -1.529)
C (0.265, -3.992, -2.064)
C (1.548, -4.500, -1.911)
C (2.506, -3.769, -1.236)
C (2.142, -2.533, -0.731)
N (0.906, -2.036, -0.875)
H (-2.907, 4.524, 1.191)
H (-4.977, 3.663, 0.092)
H (-4.948, 1.457, -0.996)
H (-0.870, 3.104, 1.140)
H (-4.812, -0.359, -1.914)
H (-4.495, -2.575, -2.943)
H (-2.317, -3.720, -2.800)
H (-0.481, -4.568, -2.589)
H (1.790, -5.471, -2.323)
H (3.512, -4.140, -1.100)
H (2.857, -1.924, -0.189)
Cl (6.117, 3.757, 3.183)
C (4.726, 2.809, 2.831)
C (4.214, 2.768, 1.541)
Cl (4.959, 3.661, 0.270)
C (3.091, 1.993, 1.293)
Cl (2.417, 1.935, -0.392)
C (2.432, 1.240, 2.276)
O (1.370, 0.517, 2.004)
C (2.973, 1.303, 3.569)
Cl (2.185, 0.389, 4.798)
C (4.096, 2.071, 3.840)
Cl (4.721, 2.116, 5.440)

Electronic structure analysis, Löwdin charges in units of e: number 1, Sr, carries 1.496; number 2, C, carries -0.025; number 3, C, carries -0.022; number 4, C, carries 0.003; number 5, C, carries -0.193; number 6, N, carries -0.041; number 7, C, carries -0.100; number 8, C, carries -0.177; number 9, C, carries 0.009; number 10, C, carries -0.010; number 11, C, carries 0.009; number 12, C, carries -0.177; number 13, N, carries 0.021; number 14, C, carries -0.193; number 15, C, carries 0.004; number 16, C, carries -0.021; number 17, C, carries -0.026; number 18, C, carries -0.100; number 19, N, carries -0.042; number 20, H, carries 0.121; number 21, H, carries 0.124; number 22, H, carries 0.112; number 23, H, carries 0.123; number 24, H, carries 0.113; number 25, H, carries 0.125; number 26, H, carries 0.113; number 27, H, carries 0.112; number 28, H, carries 0.124; number 29, H, carries 0.121; number 30, H, carries 0.123; number 31, Cl, carries 0.694; number 32, C, carries -0.714; number 33, C, carries -0.707; number 34, Cl, carries 0.702; number 35, C, carries -0.507; number 36, Cl, carries 0.608; number 37, C, carries -0.501; number 38, O, carries -0.433; number 39, C, carries -0.617; number 40, Cl, carries 0.729; number 41, C, carries -0.690; number 42, Cl, carries 0.709

***

[2]
This record from the Open Molecules 2025 dataset describes C21H12BF7N3O2Pb as an isolated structure. The level of theory is wB97M-V/def2-TZVPD.

Relative energy (zero: lowest compared OMol25 entry of this formula, charge and spin) in kcal/mol: 2.99
Charge: +1
Total energy in eV: -55480.0704
HOMO level (spin up / spin down) in eV: -12.9 / -12.8
HOMO-LUMO gap (spin up / spin down) in eV: 6.325 / 7.226
Spin multiplicity: 1
E_LUMO (spin up / spin down) in eV: -6.6 / -5.6

Geometry (Å):
Pb (-0.468, -0.050, -0.509)
O (4.164, -0.704, -0.446)
C (2.959, -0.853, -0.192)
N (2.093, 0.171, -0.129)
C (2.727, 1.343, -0.306)
O (3.944, 1.406, -0.582)
C (1.945, 2.594, -0.117)
C (2.559, 3.829, -0.202)
C (1.792, 4.953, 0.075)
C (0.469, 4.782, 0.431)
C (-0.063, 3.497, 0.477)
N (0.656, 2.414, 0.199)
C (2.397, -2.206, 0.095)
C (3.240, -3.290, 0.247)
C (2.674, -4.513, 0.582)
C (1.305, -4.586, 0.744)
C (0.539, -3.444, 0.544)
N (1.063, -2.266, 0.221)
H (3.605, 3.900, -0.466)
H (2.228, 5.941, 0.022)
H (-0.159, 5.627, 0.672)
H (-1.100, 3.332, 0.745)
H (4.305, -3.166, 0.116)
H (3.296, -5.387, 0.718)
H (0.824, -5.513, 1.021)
H (-0.538, -3.475, 0.647)
F (-1.569, 0.666, 1.454)
B (-2.826, 1.324, 1.024)
F (-2.705, 1.320, -0.399)
F (-3.888, 0.560, 1.427)
F (-2.833, 2.589, 1.521)
F (-8.495, -5.798, 0.663)
C (-8.546, -4.554, 0.168)
F (-9.379, -3.840, 0.924)
F (-9.060, -4.626, -1.067)
C (-7.156, -3.950, 0.120)
C (-6.164, -4.667, -0.564)
C (-4.897, -4.159, -0.637)
C (-4.601, -2.910, -0.020)
C (-5.625, -2.199, 0.664)
C (-6.894, -2.727, 0.728)
C (-3.328, -2.379, -0.096)
C (-2.181, -1.888, -0.181)
H (-6.409, -5.614, -1.025)
H (-4.110, -4.686, -1.157)
H (-5.381, -1.248, 1.113)
H (-7.684, -2.200, 1.243)

Electronic structure analysis, Löwdin charges in units of e: number 1, Pb, carries 1.557; number 2, O, carries 0.198; number 3, C, carries -0.365; number 4, N, carries 0.037; number 5, C, carries -0.349; number 6, O, carries 0.207; number 7, C, carries -0.203; number 8, C, carries 0.026; number 9, C, carries -0.019; number 10, C, carries -0.005; number 11, C, carries -0.072; number 12, N, carries 0.047; number 13, C, carries -0.191; number 14, C, carries 0.029; number 15, C, carries -0.017; number 16, C, carries -0.018; number 17, C, carries -0.111; number 18, N, carries 0.045; number 19, H, carries 0.129; number 20, H, carries 0.122; number 21, H, carries 0.122; number 22, H, carries 0.102; number 23, H, carries 0.131; number 24, H, carries 0.124; number 25, H, carries 0.118; number 26, H, carries 0.080; number 27, F, carries -0.060; number 28, B, carries -1.293; number 29, F, carries 0.007; number 30, F, carries 0.169; number 31, F, carries 0.177; number 32, F, carries 0.165; number 33, C, carries -0.594; number 34, F, carries 0.164; number 35, F, carries 0.169; number 36, C, carries -0.052; number 37, C, carries 0.023; number 38, C, carries 0.028; number 39, C, carries -0.198; number 40, C, carries 0.059; number 41, C, carries 0.037; number 42, C, carries -0.034; number 43, C, carries -0.019; number 44, H, carries 0.138; number 45, H, carries 0.131; number 46, H, carries 0.121; number 47, H, carries 0.135

***

no.,maximum force (eV Å⁻¹)
1,1.713
2,0.421